[1]
ORCA calculation (the ωB97M-V functional and the def2-TZVPD basis) on a single C3H5N2P molecule.

Atoms and positions in Å:
C  -0.46188  -1.35853  0.84229
C  -0.04100  -0.15225  0.05739
C  0.26825  1.00747  0.63535
P  0.71643  2.20808  -0.69718
N  0.30582  0.99672  -1.74389
N  -0.17183  -0.14297  -1.27460
H  -0.44358  -1.10126  1.87691
H  0.37070  -2.07163  0.82794
H  -1.41778  -1.68606  0.58028
H  0.50413  1.04142  1.62860
H  0.37073  1.25900  -2.73308

Output
- HOMO-LUMO gap (Eh) = 0.342
- net charge = 0
- energy relative to the best compared isomer or geometry (same formula, charge and spin) (eV) = 0.4767
- E_HOMO (eV) = -8.71


[2]
ORCA calculation (the ωB97M-V functional and the def2-TZVPD basis) on a single C3H5N2PS molecule.

Atoms and positions in Å:
C  0.28424  0.77084  -0.91332
C  -0.13781  -0.61445  1.51560
C  0.82028  0.42124  -2.23083
N  0.25362  1.57283  -0.05121
N  -0.04024  2.00719  1.04694
P  -0.57406  -2.13401  2.16190
S  -0.29406  0.83674  2.31369
H  1.90217  0.61544  -2.40310
H  0.57904  -0.52898  -2.49574
H  0.23124  1.20055  -2.85794
H  -1.26025  -2.49302  1.03028
H  -1.76417  -1.65436  2.88374

Output
- HOMO-LUMO gap (spin up / spin down) (Eh) = 0.288 / 0.288
- net charge = 0
- energy relative to the best compared isomer or geometry (same formula, charge and spin) (eV) = 5.2988
- E_HOMO (spin up / spin down) (eV) = -7.99 / -8.00


[3]
ORCA calculation (the ωB97M-V functional and the def2-TZVPD basis) on a gas-phase ion, C3H5N2S (charge +1).

Atoms and positions in Å:
C  -0.82896  0.48284  -0.02881
C  -1.47325  -0.94907  0.01784
C  0.54263  0.85879  -0.02526
N  -3.03379  1.02892  0.05967
N  -1.71914  1.43456  -0.00381
S  -3.18721  -0.51337  -0.01741
H  -1.18278  -1.60432  -0.92006
H  -1.23185  -1.54651  0.88957
H  0.43746  1.60751  -0.73240
H  1.32252  0.04595  -0.23150
H  0.69588  1.16918  0.95697

Output
- HOMO-LUMO gap (Eh) = 0.325
- net charge = +1
- energy relative to the best compared isomer or geometry (same formula, charge and spin) (eV) = 3.2111
- E_HOMO (eV) = -16.21


[4]
ORCA calculation (the ωB97M-V functional and the def2-TZVPD basis) on a single C3H5N3 molecule.

Atoms and positions in Å:
N  -0.00513  1.79612  -0.52209
C  0.07092  0.43466  -0.12630
C  1.14791  -0.41330  0.24584
N  0.73221  -1.63878  0.54745
N  -0.61925  -1.58078  0.37472
C  -1.03739  -0.36768  -0.02878
H  0.58779  1.99972  -1.31651
H  0.23191  2.42717  0.23367
H  2.20940  -0.17948  0.30070
H  -1.24995  -2.35921  0.52146
H  -2.06842  -0.11843  -0.23015

Output
- HOMO-LUMO gap (Eh) = 0.375
- net charge = 0
- energy relative to the best compared isomer or geometry (same formula, charge and spin) (eV) = 0.7838
- E_HOMO (eV) = -9.12


[5]
ORCA calculation (the ωB97M-V functional and the def2-TZVPD basis) on a molecular structure, C3H5N3.

Atoms and positions in Å:
C  0.10333  1.27146  0.00125
N  0.91430  -0.43777  0.02364
C  0.28385  -1.17495  -0.91762
N  -0.95245  -1.53354  -0.56964
N  -1.20710  -1.01740  0.63193
C  -0.10367  -0.33683  0.97864
H  -0.77165  1.17893  -0.63944
H  0.97903  1.63602  -0.52677
H  -0.07867  1.88629  0.88296
H  0.73771  -1.43924  -1.86321
H  0.09531  -0.03297  1.99826

Output
- HOMO-LUMO gap (Eh) = 0.365
- net charge = 0
- energy relative to the best compared isomer or geometry (same formula, charge and spin) (eV) = 3.5951
- E_HOMO (eV) = -9.82


[6]
ORCA calculation (the ωB97M-V functional and the def2-TZVPD basis) on a single C3H5N3 molecule.

Atoms and positions in Å:
C  0.68090  -1.16401  -0.99656
C  0.05446  -0.08625  -0.11905
C  -0.92422  -0.12906  1.02522
N  -1.19377  1.07052  1.45528
N  -0.40785  1.94512  0.43921
N  0.32771  1.15650  -0.35240
H  0.94767  -2.04723  -0.41145
H  -0.01137  -1.48415  -1.78532
H  1.59679  -0.82967  -1.51424
H  -1.32469  -1.07533  1.43786
H  0.25438  2.64357  0.82145

Output
- HOMO-LUMO gap (Eh) = 0.395
- net charge = 0
- energy relative to the best compared isomer or geometry (same formula, charge and spin) (eV) = 1.8161
- E_HOMO (eV) = -9.75


[7]
ORCA calculation (the ωB97M-V functional and the def2-TZVPD basis) on a molecular structure, C3H5N3.

Atoms and positions in Å:
N  1.47878  -0.56758  -0.25417
C  -0.58146  0.09383  0.87556
C  0.41747  -0.87075  0.51663
N  -1.32363  -0.61271  -0.33315
N  -1.14013  1.71023  -1.14054
C  -1.05116  0.68505  -0.39905
H  2.18473  -1.27776  -0.38734
H  1.35543  0.01128  -1.07676
H  -0.73678  2.52865  -0.69250
H  -1.06748  0.11825  1.84095
H  0.46423  -1.81850  1.05038

Output
- HOMO-LUMO gap (Eh) = 0.340
- net charge = 0
- energy relative to the best compared isomer or geometry (same formula, charge and spin) (eV) = 3.6671
- E_HOMO (eV) = -8.57


[8]
ORCA calculation (the ωB97M-V functional and the def2-TZVPD basis) on a single C3H5N3 molecule.

Atoms and positions in Å:
C  -1.59002  0.01762  -0.07508
C  -0.01488  -0.11943  -0.14420
C  0.77391  0.99200  0.07043
N  2.07603  0.67067  0.28400
N  2.18721  -0.60253  0.18449
N  0.98023  -1.13670  -0.07193
H  -2.04645  0.73199  -0.80248
H  -2.14150  -0.92422  -0.19352
H  -1.88512  0.46028  0.90524
H  0.49930  2.03323  0.13856
H  1.16130  -2.12291  -0.29551

Output
- HOMO-LUMO gap (Eh) = 0.382
- net charge = 0
- energy relative to the best compared isomer or geometry (same formula, charge and spin) (eV) = 1.8071
- E_HOMO (eV) = -9.58


[9]
ORCA calculation (the ωB97M-V functional and the def2-TZVPD basis) on a single C3H5N3 molecule.

Atoms and positions in Å:
C  0.92044  -1.11328  0.87307
N  0.25196  -0.12397  0.28120
C  -0.82382  0.66013  0.77074
N  -1.46617  1.26624  -0.16648
N  -0.78601  0.99176  -1.36660
C  0.38139  0.31667  -0.97272
H  1.59264  -1.65772  0.22722
H  -1.04704  0.03963  -1.77983
H  0.82552  -1.27180  1.93053
H  -1.06273  0.68839  1.82942
H  1.21381  0.20394  -1.62656

Output
- HOMO-LUMO gap (spin up / spin down) (Eh) = 0.275 / 0.275
- net charge = 0
- energy relative to the best compared isomer or geometry (same formula, charge and spin) (eV) = 4.6678
- E_HOMO (spin up / spin down) (eV) = -6.73 / -6.73


[10]
ORCA calculation (the ωB97M-V functional and the def2-TZVPD basis) on a single C3H5N3 molecule.

Atoms and positions in Å:
C  1.69494  -0.44335  0.14700
N  0.32700  -0.82676  -0.09413
C  -0.69787  -0.08146  -0.09644
N  -0.89978  1.24525  0.18940
C  -1.89649  -0.80113  -0.53876
N  -2.76302  -1.45360  -0.93979
H  2.29537  -1.33509  -0.05317
H  2.04135  0.34826  -0.53232
H  1.90432  -0.13666  1.18104
H  -0.16263  1.81967  0.56167
H  -1.82261  1.64746  0.12600

Output
- HOMO-LUMO gap (Eh) = 0.382
- net charge = 0
- energy relative to the best compared isomer or geometry (same formula, charge and spin) (eV) = 1.0970
- E_HOMO (eV) = -9.79


[11]
ORCA calculation (the ωB97M-V functional and the def2-TZVPD basis) on a single C3H5N3 molecule.

Atoms and positions in Å:
C  1.83056  -0.59122  -0.20433
N  0.85715  -1.39611  -0.11592
C  -0.45797  -0.79360  0.03368
C  -0.59121  0.69438  0.01851
N  -0.18849  1.77977  0.47565
N  -1.59868  1.60374  -0.34071
H  2.84234  -0.98083  -0.30945
H  1.70379  0.50558  -0.16302
H  -0.89902  -1.08835  1.00078
H  -1.13530  -1.18810  -0.73021
H  -2.36318  1.45474  0.33502

Output
- HOMO-LUMO gap (Eh) = 0.391
- net charge = 0
- energy relative to the best compared isomer or geometry (same formula, charge and spin) (eV) = 4.0506
- E_HOMO (eV) = -9.85


[12]
ORCA calculation (the ωB97M-V functional and the def2-TZVPD basis) on 3 unconnected molecules or ions with the total composition C3H5N3.

Atoms and positions in Å:
C  -0.33311  -0.36492  0.24645
C  -0.62464  1.00085  0.56874
C  0.64564  -0.26641  -0.73225
H  -0.30794  -1.56893  2.21114
H  -0.72410  -2.41171  -0.32237
H  -1.17690  1.47901  1.30130
H  1.30929  1.42084  -1.74612
H  1.28979  -0.86738  -1.36837
N  -0.98625  -1.42148  0.88776
N  0.04286  1.88172  -0.16315
N  0.86535  1.11842  -0.88313

Output
- HOMO-LUMO gap (Eh) = 0.302
- net charge = 0
- energy relative to the best compared isomer or geometry (same formula, charge and spin) (eV) = 6.1046
- E_HOMO (eV) = -8.68